No. 1
A molecular structure, C25H29Cl5NO6SV. Source: the Open Molecules 2025 dataset; level of theory: wB97M-V/def2-TZVPD.

Structure (ORCA input):
```
! RIJCOSX wB97M-V def2-TZVPD def2/J DEFGRID3
* xyz -1 2
V -0.548 -0.219 0.274
C 0.827 2.678 -0.365
C 1.136 2.621 1.029
C -0.041 2.250 1.699
C -1.023 1.940 0.670
C -0.490 2.341 -0.600
C -1.302 2.739 -1.825
C -1.297 4.278 -1.864
C -0.687 2.219 -3.127
C -2.767 2.294 -1.747
C -0.425 2.213 3.182
C -1.956 2.228 3.336
C 0.063 0.967 3.940
C 0.058 3.493 3.882
C 2.575 2.912 1.478
C 2.754 4.421 1.702
C 3.555 2.495 0.364
C 3.043 2.137 2.713
H 1.516 2.999 -1.132
H -2.086 1.953 0.861
H -0.282 4.660 -1.974
H -1.706 4.680 -0.936
H -1.902 4.644 -2.698
H 0.368 2.485 -3.202
H -1.208 2.646 -3.988
H -0.769 1.135 -3.192
H -3.241 2.659 -0.835
H -2.871 1.211 -1.778
H -3.316 2.717 -2.591
H -2.409 1.331 2.922
H -2.394 3.104 2.855
H -2.207 2.261 4.399
H -0.447 0.078 3.567
H -0.177 1.072 5.002
H 1.129 0.804 3.842
H -0.321 4.372 3.357
H 1.140 3.575 3.933
H -0.325 3.512 4.905
H 2.482 4.968 0.797
H 3.795 4.651 1.943
H 2.124 4.789 2.510
H 3.448 3.098 -0.536
H 3.413 1.445 0.105
H 4.580 2.619 0.720
H 2.498 2.388 3.618
H 4.096 2.368 2.896
H 2.963 1.064 2.542
O 1.622 -3.598 0.429
C 1.116 -2.512 0.508
O -0.045 -2.140 0.063
C 1.833 -1.306 1.171
O 2.959 -1.355 1.579
O 1.037 -0.247 1.214
Cl 0.265 -3.564 -6.090
C -0.196 -2.662 -4.697
C 0.752 -1.921 -3.996
Cl 2.394 -1.901 -4.508
C 0.374 -1.191 -2.879
Cl 1.509 -0.248 -1.991
C -0.954 -1.178 -2.431
O -1.340 -0.474 -1.388
C -1.890 -1.936 -3.144
Cl -3.516 -1.929 -2.576
C -1.520 -2.666 -4.264
Cl -2.702 -3.582 -5.117
O -3.738 -1.652 2.888
S -3.275 -1.323 1.550
N -1.922 -0.723 1.429
*
```

The value obtained for the frontier orbital gap (spin up / spin down) is 5.94 / 6.47 eV. Its lowest unoccupied orbital energy (spin up / spin down) is 1.09 / 1.52 eV. The energy relative to the best compared isomer or geometry (same formula, charge and spin) comes out at 142.0 kJ/mol. The value obtained for the total energy is -5119.5602 Ha.

No. 2
A molecular structure, C25H29F2N4OTcTe4. Source: the Open Molecules 2025 dataset; level of theory: wB97M-V/def2-TZVPD.

Structure (ORCA input):
```
! RIJCOSX wB97M-V def2-TZVPD def2/J DEFGRID3
* xyz -1 2
Tc -1.394 0.667 -0.755
Te -3.003 0.558 1.338
Te -5.447 1.656 0.465
Te -2.582 1.490 3.772
Te -3.005 2.861 -0.223
F 1.963 3.316 -4.214
C 0.795 2.631 -4.032
C 0.492 2.128 -2.786
C -0.701 1.448 -2.552
C -1.585 1.237 -3.661
C -1.227 1.776 -4.905
F -2.034 1.635 -5.999
C -0.059 2.472 -5.116
C -2.737 0.420 -3.384
C -3.748 0.083 -4.290
C -4.765 -0.778 -3.939
C -4.761 -1.316 -2.645
C -3.769 -0.930 -1.783
N -2.784 -0.058 -2.083
H 1.212 2.269 -1.990
H 0.178 2.866 -6.091
H -3.739 0.503 -5.281
H -5.537 -1.055 -4.641
H -5.515 -2.018 -2.321
H -3.745 -1.355 -0.778
C 1.789 -2.383 3.231
C 2.555 -1.179 2.681
N 2.654 -0.117 3.649
C 3.507 -0.393 4.797
C 2.720 -0.610 6.085
C 2.218 1.178 3.549
O 2.508 1.961 4.448
C 1.510 1.706 2.361
C 1.806 3.073 2.091
C 1.202 3.678 1.015
C 0.321 2.964 0.234
N -0.016 1.658 0.487
C 0.578 1.085 1.557
H 1.749 -3.170 2.482
H 0.777 -2.093 3.508
H 2.284 -2.781 4.114
H 2.077 -0.808 1.776
H 3.571 -1.500 2.405
H 4.170 0.466 4.943
H 4.117 -1.271 4.563
H 2.193 0.305 6.338
H 3.406 -0.860 6.892
H 1.994 -1.409 5.972
H 2.490 3.591 2.739
H 1.405 4.708 0.765
H -0.128 3.432 -0.631
H 0.235 0.074 1.752
C -0.529 -2.532 -2.342
C 0.067 -2.077 -0.988
C 1.563 -1.743 -1.207
C -0.081 -3.216 0.044
N -0.575 -0.920 -0.532
H 0.053 -3.352 -2.757
H -0.513 -1.695 -3.038
H -1.560 -2.856 -2.211
H 2.116 -2.621 -1.533
H 1.996 -1.364 -0.284
H 1.638 -0.964 -1.963
H 0.604 -4.032 -0.174
H -1.098 -3.603 0.035
H 0.123 -2.833 1.040
*
```

The value obtained for the frontier orbital gap (spin up / spin down) is 5.07 / 5.01 eV. Its lowest unoccupied orbital energy (spin up / spin down) is 2.18 / 2.12 eV. The value obtained for the total energy is -2616.9837 Ha.

No. 3
A molecular structure, C25H29N2OS2SeSiTc. Source: the Open Molecules 2025 dataset; level of theory: wB97M-V/def2-TZVPD.

Structure (ORCA input):
```
! RIJCOSX wB97M-V def2-TZVPD def2/J DEFGRID3
* xyz 0 1
Tc 0.547 1.199 1.951
C 0.795 3.830 0.183
C 1.445 4.081 1.526
N 0.832 3.270 2.603
C -0.392 3.828 3.232
C -1.663 3.674 2.418
S -1.871 1.996 1.720
C -1.956 2.383 -0.060
C -0.662 2.097 -0.820
N 0.550 2.392 -0.025
H 1.441 4.238 -0.593
H -0.153 4.355 0.111
H 1.402 5.147 1.763
H 2.491 3.785 1.472
H 1.516 3.199 3.342
H -0.250 4.887 3.469
H -0.516 3.280 4.160
H -1.723 4.390 1.601
H -2.511 3.853 3.076
H -2.270 3.422 -0.143
H -2.754 1.768 -0.475
H -0.672 2.667 -1.751
H -0.618 1.048 -1.076
H 1.348 1.957 -0.477
S 3.908 0.812 1.766
C 2.358 0.925 1.913
Se 0.225 0.534 4.169
O 0.027 -0.387 0.900
Si -0.024 -1.541 -0.217
C 0.692 -0.827 -1.807
C 1.958 -0.220 -1.729
C 2.559 0.348 -2.847
C 1.900 0.326 -4.076
C 0.649 -0.269 -4.178
C 0.053 -0.843 -3.053
C -1.796 -2.056 -0.507
C -2.822 -1.459 0.234
C -4.155 -1.814 0.036
C -4.483 -2.782 -0.908
C -3.477 -3.405 -1.641
C -2.148 -3.048 -1.437
C 1.000 -3.037 0.210
C 1.859 -3.641 -0.718
C 2.610 -4.765 -0.376
C 2.515 -5.299 0.903
C 1.666 -4.714 1.838
C 0.920 -3.596 1.494
H 2.483 -0.205 -0.773
H 3.543 0.796 -2.768
H 2.368 0.765 -4.951
H 0.134 -0.293 -5.133
H -0.929 -1.301 -3.148
H -2.566 -0.726 0.993
H -4.936 -1.342 0.624
H -5.519 -3.063 -1.063
H -3.728 -4.171 -2.368
H -1.370 -3.557 -2.003
H 1.948 -3.230 -1.720
H 3.268 -5.220 -1.109
H 3.103 -6.170 1.173
H 1.588 -5.132 2.836
H 0.269 -3.139 2.238
*
```

The value obtained for the frontier orbital gap (spin up / spin down) is 5.94 / 5.97 eV. Its lowest unoccupied orbital energy (spin up / spin down) is -0.43 / -0.40 eV. The energy relative to the best compared isomer or geometry (same formula, charge and spin) comes out at 0.0 kJ/mol. The value obtained for the total energy is -4722.9796 Ha.

No. 4
A single C25H29N3O3 molecule. Source: the Open Molecules 2025 dataset; level of theory: wB97M-V/def2-TZVPD.

Structure (ORCA input):
```
! RIJCOSX wB97M-V def2-TZVPD def2/J DEFGRID3
* xyz 0 1
C 7.865 -0.549 0.377
C 6.489 -0.278 0.072
O 5.789 -1.375 0.309
C 4.334 -1.510 0.191
C 3.522 -0.564 -0.301
C 2.066 -0.603 -0.173
C 1.403 -1.851 0.224
C 2.266 -2.799 0.278
C 3.600 -2.675 0.391
H 4.312 -3.585 0.749
H 1.744 -3.563 0.620
C -0.069 -1.786 -0.116
N -0.396 -3.258 -0.424
C -1.722 -3.191 -0.360
C -2.204 -4.590 -0.859
C -3.601 -4.865 -0.715
C -4.436 -3.977 -0.571
C -4.106 -2.602 -0.217
C -2.595 -2.140 -0.235
C -2.222 -0.917 0.288
C -0.878 -0.799 0.158
H -0.529 0.244 0.718
C -3.123 0.287 0.539
O -4.205 0.101 1.302
N -2.728 1.523 -0.292
H -1.734 1.468 -0.486
C -3.421 2.401 0.195
C -2.880 3.493 1.406
H -3.383 4.315 1.524
C -1.354 3.291 1.613
N -0.721 3.663 0.213
C -0.929 4.883 -0.363
C -0.240 5.043 -1.607
O 1.074 4.542 -1.626
C 1.246 3.310 -1.078
C 0.733 3.461 0.361
H 0.866 2.251 0.531
H 1.219 3.977 1.262
H 2.338 3.243 -1.052
H 0.680 2.766 -1.647
H -0.250 5.946 -1.850
H -0.946 4.398 -2.071
H -2.057 5.104 -0.272
H -0.461 5.500 0.459
H -1.171 2.409 1.828
H -0.920 4.010 2.282
H -3.226 2.740 2.376
H -3.194 3.065 -0.653
H -4.458 2.428 0.237
H -4.925 -1.704 -0.069
H -5.498 -3.990 -0.763
H -3.849 -5.782 -1.148
H -1.262 -5.276 -0.996
H 1.609 0.256 -0.444
H 4.062 0.498 -0.267
H 6.202 0.152 -0.750
H 5.973 0.464 0.686
H 8.313 0.357 0.158
H 8.174 -1.238 -0.359
H 8.130 -0.888 1.607
*
```

The value obtained for the frontier orbital gap is 6.85 eV. Its lowest unoccupied orbital energy is -1.04 eV. The energy relative to the best compared isomer or geometry (same formula, charge and spin) comes out at 2225.2 kJ/mol. The value obtained for the total energy is -1359.3069 Ha. Its structure (SMILES) is CCOc1ccc(-c2cc(C(=O)NCCCN3CCOCC3)c3ccccc3n2)cc1.

No. 5
A single C25H29N3O4S molecule. Source: the Open Molecules 2025 dataset; level of theory: wB97M-V/def2-TZVPD.

Structure (ORCA input):
```
! RIJCOSX wB97M-V def2-TZVPD def2/J DEFGRID3
* xyz 0 1
C -4.792 -4.103 1.288
N -4.294 -3.085 0.388
S -4.578 -1.514 0.959
O -5.894 -1.064 0.598
O -4.214 -1.494 2.346
C -3.357 -0.604 0.030
C -2.026 -0.793 0.349
C -1.052 -0.105 -0.347
C -1.415 0.774 -1.371
C -2.766 0.954 -1.684
C -3.732 0.264 -0.979
H -4.782 0.392 -1.191
H -3.038 1.633 -2.476
N -0.456 1.476 -2.075
C -0.520 2.271 -3.194
O -1.444 2.694 -3.825
C 0.993 2.382 -3.270
H 1.391 3.386 -3.153
H 1.411 1.900 -4.151
C 1.012 1.496 -1.999
C 1.600 2.162 -0.800
C 0.920 2.547 0.279
C 1.467 3.193 1.463
C 2.789 3.631 1.556
C 3.253 4.232 2.709
C 2.409 4.410 3.794
C 1.094 3.983 3.717
C 0.628 3.383 2.563
H -0.399 3.050 2.508
H 0.430 4.119 4.557
H 2.776 4.882 4.694
H 4.278 4.568 2.763
H 3.460 3.511 0.718
H -0.146 2.363 0.321
H 2.664 2.341 -0.891
C 1.598 0.090 -2.281
O 1.461 -0.441 -3.360
N 2.237 -0.461 -1.238
H 2.304 0.049 -0.370
C 2.807 -1.793 -1.258
C 2.049 -2.730 -0.315
H 0.970 -2.615 -0.400
H 2.304 -3.759 -0.565
C 2.577 -2.372 1.079
H 2.586 -3.243 1.732
H 1.938 -1.623 1.548
C 3.997 -1.811 0.860
H 4.749 -2.430 1.345
H 4.082 -0.809 1.283
C 4.215 -1.779 -0.660
H 4.786 -0.910 -0.983
H 4.744 -2.674 -0.987
H 2.779 -2.125 -2.298
H -0.013 -0.242 -0.098
H -1.776 -1.472 1.149
C -4.756 -3.229 -0.974
H -5.843 -3.116 -1.047
H -4.280 -2.459 -1.579
H -4.465 -4.210 -1.347
H -4.330 -5.058 1.037
H -5.882 -4.201 1.238
H -4.507 -3.811 2.296
*
```

The value obtained for the frontier orbital gap is 9.07 eV. Its lowest unoccupied orbital energy is 0.19 eV. The energy relative to the best compared isomer or geometry (same formula, charge and spin) comes out at 238.5 kJ/mol. The value obtained for the total energy is -1833.4673 Ha. Its structure (SMILES) is CN(C)S(=O)(=O)c1ccc(N2C(=O)C[C@]2(/C=C/c2ccccc2)C(=O)NC2CCCC2)cc1.

No. 6
A single C25H29N3O5S molecule. Source: the Open Molecules 2025 dataset; level of theory: wB97M-V/def2-TZVPD.

Structure (ORCA input):
```
! RIJCOSX wB97M-V def2-TZVPD def2/J DEFGRID3
* xyz 0 1
C 5.834 2.802 0.683
H 5.294 2.737 1.633
O 6.255 1.537 0.238
C 5.311 0.562 0.034
C 3.944 0.795 0.146
C 3.013 -0.201 -0.070
C 3.432 -1.480 -0.418
C 4.795 -1.712 -0.565
C 5.746 -0.728 -0.329
O 7.032 -1.143 -0.517
C 8.123 -0.373 -0.065
H 8.031 -0.129 0.995
H 8.997 -1.007 -0.216
H 8.238 0.548 -0.640
H 5.157 -2.691 -0.840
C 2.487 -2.553 -0.681
C 1.380 -2.813 0.029
C 1.052 -2.190 1.330
O 1.887 -1.817 2.126
N -0.278 -2.075 1.630
C -1.365 -2.409 0.832
C -2.589 -1.786 1.041
C -3.688 -2.098 0.251
C -3.576 -3.097 -0.712
C -2.365 -3.723 -0.926
C -1.250 -3.365 -0.181
S 0.308 -4.126 -0.506
H -2.263 -4.488 -1.681
H -4.446 -3.356 -1.295
C -4.973 -1.339 0.358
O -6.062 -1.839 0.153
N -4.788 -0.040 0.688
H -3.860 0.370 0.617
C -5.837 0.946 0.592
H -6.769 0.418 0.372
C -5.521 1.966 -0.506
H -5.438 1.446 -1.461
H -6.349 2.672 -0.581
C -4.243 2.760 -0.218
N -3.041 1.929 -0.208
C -1.941 2.549 0.516
C -0.768 1.570 0.577
H 0.089 2.026 1.074
O -0.332 1.202 -0.709
C -1.387 0.637 -1.452
C -2.584 1.584 -1.547
H -3.388 1.082 -2.088
H -2.290 2.488 -2.108
H -0.983 0.429 -2.444
H -1.710 -0.307 -0.988
H -1.076 0.674 1.135
H -2.268 2.785 1.531
H -1.610 3.480 0.025
H -4.336 3.213 0.773
H -4.148 3.577 -0.952
H -5.940 1.459 1.555
H -2.679 -1.064 1.841
H -0.474 -1.606 2.505
H 2.703 -3.183 -1.536
H 1.962 0.033 -0.007
H 3.589 1.780 0.399
H 5.208 3.306 -0.061
H 6.749 3.376 0.828
*
```

The value obtained for the frontier orbital gap is 8.07 eV. Its lowest unoccupied orbital energy is 0.29 eV. The energy relative to the best compared isomer or geometry (same formula, charge and spin) comes out at 216.4 kJ/mol. The value obtained for the total energy is -1908.7001 Ha. Its structure (SMILES) is COc1ccc(/C=C2/Sc3ccc(C(=O)NCCCN4CCOCC4)cc3NC2=O)cc1OC.

No. 7
2 unconnected molecules or ions with the total composition C25H29N4. Source: the Open Molecules 2025 dataset; level of theory: wB97M-V/def2-TZVPD.

Structure (ORCA input):
```
! RIJCOSX wB97M-V def2-TZVPD def2/J DEFGRID3
* xyz 1 1
C -1.099 0.194 -3.202
C -1.870 -0.142 -1.998
N -3.110 -0.678 -2.061
C -3.640 -0.862 -0.784
C -2.686 -0.384 0.140
C -3.008 -0.401 1.497
C -4.274 -0.866 1.887
C -5.205 -1.347 0.947
C -4.887 -1.347 -0.419
C -1.529 0.076 -0.638
C -0.359 0.674 -0.157
C -0.375 1.631 0.903
C -1.562 2.350 1.237
C -1.641 3.081 2.411
C -0.512 3.258 3.221
C -0.623 4.061 4.482
C 0.704 2.691 2.817
C 0.786 1.908 1.674
H -0.508 1.093 -3.005
H -0.404 -0.617 -3.464
H -1.754 0.382 -4.061
H -3.591 -0.910 -2.923
H -2.273 -0.052 2.221
H -4.545 -0.854 2.945
H -6.177 -1.715 1.285
H -5.571 -1.701 -1.188
H 0.575 0.464 -0.673
H -2.421 2.314 0.566
H -2.590 3.519 2.723
H 0.349 4.124 4.977
H -0.971 5.078 4.267
H -1.342 3.611 5.178
H 1.588 2.870 3.431
H 1.735 1.459 1.373
C 3.352 1.963 -2.381
C 2.561 0.831 -2.521
N 3.406 -0.253 -2.433
C 3.017 -1.674 -2.346
C 2.852 -2.093 -0.888
C 2.409 -3.553 -0.720
C 1.558 -3.552 0.563
C 1.131 -2.089 0.781
N 1.845 -1.286 -0.209
C 4.681 0.236 -2.237
N 4.657 1.562 -2.207
H 3.030 2.994 -2.399
H 1.497 0.748 -2.678
H 2.063 -1.808 -2.878
H 3.796 -2.286 -2.820
H 3.835 -1.955 -0.387
H 1.806 -3.867 -1.583
H 3.283 -4.210 -0.648
H 0.692 -4.214 0.482
H 2.171 -3.868 1.415
H 0.057 -1.952 0.615
H 1.327 -1.757 1.812
H 2.236 -0.441 0.198
H 5.529 -0.434 -2.140
*
```

The value obtained for the frontier orbital gap is 6.07 eV. Its lowest unoccupied orbital energy is -4.94 eV. The energy relative to the best compared isomer or geometry (same formula, charge and spin) comes out at 28.8 kJ/mol. The value obtained for the total energy is -1188.8311 Ha.